(1)
C39H62O17 | ωB97M-V with the def2-TZVPD basis set

```
118
Properties=species:S:1:pos:R:3:forces:R:3
O -2.2167 -2.1790 -3.6067 1.971 -2.753 -0.917
C -1.4997 -3.2140 -3.7977 -3.794 0.910 2.007
C -2.0837 -4.5880 -3.7967 6.614 -2.875 -3.783
C -1.4027 -5.7560 -4.3717 -3.762 2.726 1.986
O -1.9977 -6.9940 -4.6057 2.494 2.477 0.203
C 0.0213 -5.6370 -4.5437 2.557 -2.641 -0.116
O 0.7503 -6.6070 -4.7997 -1.281 0.082 -0.300
C 0.7173 -4.4650 -4.2337 -0.125 8.791 1.436
C -0.0917 -3.1500 -3.7897 7.733 -2.126 -2.685
O 0.5493 -1.8580 -3.6377 1.152 -6.392 -0.658
H -3.0367 -4.6270 -3.6147 -5.392 -0.300 1.107
H -2.8557 -6.8020 -4.2907 -2.103 -0.453 0.429
H 1.8853 -4.4120 -4.5037 -3.083 -0.069 0.963
H -0.1567 -1.2900 -3.5807 -3.010 2.606 0.483
O -0.9977 -1.4560 -0.8567 1.790 1.508 1.380
C -0.4447 -0.6440 -0.0697 -4.356 0.613 -0.221
C -1.2117 0.6040 0.3973 3.509 1.337 1.704
C -0.4317 1.5940 1.2103 -3.715 -1.590 -3.370
O -0.8317 2.8680 1.2753 -0.302 -0.937 0.378
C 0.9153 1.3350 1.8653 -3.261 -4.710 -4.869
O 1.4763 2.0820 2.5203 2.685 5.443 4.375
C 1.5403 0.1240 1.4643 -0.916 -6.908 -3.868
C 0.8683 -0.9750 0.5053 3.952 4.858 4.254
O 1.3993 -2.1290 0.0783 0.771 2.607 2.088
H -2.2507 0.8140 -0.0097 1.785 -0.204 0.523
H -1.7457 2.9420 0.8703 0.625 0.120 0.411
H 2.5443 -0.0700 1.8963 -0.867 -0.052 -0.358
H 0.7153 -2.3260 -0.5297 -1.600 -1.998 -2.181
C -3.2687 5.1280 5.0483 0.513 -4.176 -0.345
C -1.8587 4.8300 5.3583 1.730 2.523 0.903
C -1.1377 3.7370 4.6463 -2.061 -4.213 5.149
O -1.2727 5.6150 6.1123 -0.385 -1.523 -0.780
H -3.6367 5.8370 5.6623 -1.428 1.691 2.823
H -3.7587 4.1330 4.9863 -0.487 0.861 0.333
H -3.4117 5.5850 4.1463 0.169 0.837 -3.063
H -1.7777 2.8330 4.3933 0.151 1.050 0.576
H -0.3037 3.2800 5.2193 -0.370 0.803 -0.183
H -0.8287 3.9660 3.7623 2.205 2.124 -5.463
C -6.3727 -0.7160 -3.0497 5.553 -5.989 -2.760
C -5.8517 -0.8940 -1.6837 0.368 -0.258 2.677
C -4.3977 -0.4670 -1.2557 -1.912 4.045 -0.376
O -6.5547 -1.3900 -0.8147 0.489 0.327 -0.682
H -6.8257 0.1180 -3.1467 -2.869 6.170 -0.755
H -7.0177 -1.4720 -3.4737 -0.526 -0.545 0.908
H -5.4827 -0.8290 -3.8437 -1.584 0.912 1.748
H -3.7347 -1.1290 -1.6527 2.110 -2.036 -0.818
H -4.2787 -0.2470 -0.2087 -0.454 -1.197 0.779
H -3.9977 0.5760 -1.5597 -1.086 -1.412 -0.756
C 6.9383 -1.9000 0.0293 -4.765 5.063 3.071
C 6.2863 -2.4310 1.2773 -2.121 -0.857 1.419
C 4.7043 -2.2100 1.4063 1.655 -2.061 -4.726
O 6.9473 -3.0430 2.1163 -1.174 1.200 -1.359
H 6.9813 -0.7670 -0.0567 -0.932 -1.079 0.237
H 6.5593 -2.2700 -0.7927 -1.550 -2.155 -4.287
H 7.8153 -2.0550 0.3033 8.412 -2.138 0.890
H 4.3273 -2.4980 2.3273 -0.771 -0.510 1.616
H 4.1393 -2.8230 0.4273 1.669 1.564 2.962
H 4.5643 -1.1860 1.1543 -0.456 0.926 0.077
C 4.6473 2.6150 2.5773 2.743 0.402 -2.068
C 5.2063 1.1940 2.8313 -4.975 1.148 2.135
C 6.5643 0.8750 2.4823 2.275 0.187 -0.221
O 4.4303 0.4370 3.4223 1.585 -0.031 -0.895
H 4.4193 2.6690 1.4813 0.493 -0.033 0.452
H 5.5893 3.2680 2.7163 -1.845 -0.267 -0.067
H 3.7023 2.9680 2.9783 0.385 -0.495 0.959
H 7.2533 1.4140 3.1813 -0.573 -0.214 -0.414
H 6.8463 1.2740 1.4653 -0.267 -0.854 0.880
H 6.7123 -0.1880 2.7113 0.230 0.197 -0.704
C 1.6983 6.5610 -1.2767 1.149 -3.658 1.370
C 0.6543 6.9940 -0.2147 -1.429 2.337 -2.133
C -0.0617 5.8830 0.5343 3.406 -1.002 -0.915
O 0.3163 8.1900 -0.1417 0.985 -2.800 0.278
H 2.6383 7.0300 -1.1367 0.670 1.358 0.112
H 1.5203 6.5100 -2.3597 -0.772 0.476 0.533
H 2.0953 5.4610 -1.0127 -1.348 1.931 -0.529
H -0.7707 5.3310 -0.1027 0.939 -0.219 -0.055
H -0.6107 6.2870 1.2853 -1.622 1.408 2.351
H 0.8043 5.2900 1.0313 -1.832 0.220 -1.019
C 2.0683 -5.4640 -0.9177 0.162 -2.105 0.354
C 0.5723 -5.2270 -0.5957 -0.457 -3.963 0.980
C -0.1477 -6.4400 0.0593 1.515 -2.892 0.238
O -0.1367 -4.3350 -0.9287 0.268 2.222 -0.777
H 2.8513 -5.7370 -0.1217 -1.709 0.713 -0.638
H 2.3823 -4.6530 -1.4827 0.899 1.762 -0.850
H 2.1663 -6.3470 -1.6317 -0.600 0.898 0.835
H -1.2287 -6.4000 0.2623 0.422 0.812 -0.320
H 0.3783 -6.6070 1.1093 -0.885 -0.272 -2.245
H -0.0757 -7.4550 -0.7097 0.337 2.793 2.414
C -3.4977 -3.7430 -0.0527 0.092 2.672 2.515
C -3.9607 -4.8870 0.8293 -1.670 -4.683 -7.499
C -4.0467 -4.9480 2.2183 1.881 -3.962 4.188
O -4.4147 -5.9140 0.1873 1.525 3.045 1.781
H -3.6217 -3.7460 -1.1217 0.293 -1.257 -0.324
H -2.4797 -3.3160 0.2463 -1.312 -0.665 -0.492
H -4.2387 -2.9150 0.1763 0.785 -0.482 0.243
H -4.4927 -5.9690 2.6333 0.105 2.432 -1.345
H -4.4647 -4.0840 2.5773 -1.131 1.994 1.491
H -3.0367 -5.1060 2.7013 -0.530 0.899 -0.632
C 3.7183 0.9910 -1.1407 3.343 4.000 -1.171
C 3.4483 1.7600 -2.4067 0.251 0.434 -1.813
C 4.0143 3.1870 -2.4547 1.509 0.356 2.110
O 2.8993 1.2150 -3.3647 0.659 1.089 1.559
H 4.5723 1.4190 -0.5487 -0.832 -0.632 -0.582
H 3.8693 0.0970 -1.5507 1.046 -4.144 -0.831
H 2.8823 0.9750 -0.6167 -3.812 -0.124 2.767
H 3.3773 3.8220 -1.7487 0.883 -0.754 -0.815
H 4.0303 3.6730 -3.4377 0.005 -0.414 0.253
H 5.1443 3.1660 -1.9397 -2.980 0.151 -1.520
C -5.5017 3.4590 -0.4107 0.684 -5.489 2.381
C -4.1377 3.8260 0.1213 -1.597 1.635 3.656
C -3.9587 5.3180 0.5723 6.051 -1.120 -1.941
O -3.3287 2.9930 0.4763 -0.225 0.001 -1.200
H -5.6117 2.2370 -0.2817 0.773 2.797 -0.870
H -5.6207 3.6970 -1.3867 -0.408 0.805 -3.149
H -6.4057 3.6490 0.1253 -0.128 1.463 0.812
H -2.6587 5.4750 0.8123 -4.189 -0.493 -0.643
H -4.4477 5.8710 1.3063 -1.390 -0.237 1.775
H -4.1337 5.9060 -0.2997 0.006 0.606 -0.965
```
Forces are in eV/Å.

Properties
Structure (SMILES)   O=C1C=C(O)C(=O)C=C1O.O=C1C=C(O)C(=O)C=C1O.CC(C)=O.CC(C)=O.CC(C)=O.CC(C)=O.CC(C)=O.CC(C)=O.CC(C)=O.CC(C)=O.CC(C)=O
HOMO level   -0.3230 Ha
Relative energy (zero: lowest compared OMol25 entry of this formula, charge and spin)   84.9 kcal per mole
Electronic energy   -76237.843 eV
Orbital gap   6.4038 eV

Results of the Löwdin charge analysis, in e, for atoms 1 through 2: atom 1 (O): 0.0620, atom 2 (C): -0.3333

=====

(2)
C39H62O39 | ωB97M-V with the def2-TZVPD basis set

```
140
Properties=species:S:1:pos:R:3:forces:R:3
C -4.6446 1.2621 -0.8251 0.804 -0.229 1.000
C -4.6951 -0.0452 -1.6167 -1.236 0.617 1.385
O -4.4546 0.3693 -2.9262 0.751 -0.567 -1.607
C -4.0226 1.6436 -2.9830 -1.562 0.899 -1.508
O -3.8314 2.2386 -4.0260 0.394 -0.942 2.068
O -4.1028 2.1531 -1.7501 1.058 1.975 -1.007
H -3.9559 1.2646 0.0198 -0.094 -0.263 0.163
H -5.6047 1.6230 -0.4561 -0.036 -0.102 -0.303
H -5.7508 -0.3026 -1.5312 0.408 -1.176 -0.176
H -3.9618 -0.7866 -1.2993 -0.458 -0.053 -0.029
C 3.5105 2.8838 1.3556 -1.028 -1.165 0.640
C 4.7794 2.6021 0.6277 0.976 -0.939 1.655
O 5.0165 3.8160 -0.0155 0.203 1.126 -1.868
C 3.8729 4.5069 -0.1976 -1.172 0.509 0.216
O 3.7098 5.5242 -0.8341 0.487 -1.948 0.999
O 2.8658 3.8792 0.5395 1.165 0.572 -0.134
H 3.6681 3.1405 2.4031 0.055 1.028 -0.120
H 2.8821 1.9993 1.4603 -0.215 0.017 -0.543
H 4.7319 1.6627 0.0769 -0.160 0.593 -1.081
H 5.6385 2.4545 1.2822 -0.156 0.057 0.327
C -0.1913 0.3294 -1.1584 2.437 1.340 -0.252
C 0.1691 0.4904 0.3451 -0.408 -0.324 -2.689
O -0.9644 -0.1577 0.8585 -1.520 -0.464 1.376
C -1.5350 -0.9878 -0.0443 2.932 0.879 0.386
O -2.3469 -1.7893 0.1883 -2.326 -1.637 0.797
O -0.8738 -0.9253 -1.2123 -0.214 1.104 -0.301
H 0.7237 0.3247 -1.7508 -0.146 -0.495 -0.094
H -0.7419 1.1918 -1.5343 -0.776 -0.310 0.088
H 0.2125 1.5437 0.6223 0.090 -0.304 0.308
H 1.0651 -0.1003 0.5359 0.066 0.314 0.494
C -1.3876 -1.0464 -4.5109 -1.396 0.230 1.011
C 0.0074 -1.5943 -4.2460 -0.881 0.142 -1.138
O 0.7883 -0.3956 -4.2321 0.675 -0.653 0.605
C 0.1249 0.6059 -4.8057 -0.417 2.396 -1.107
O 0.6012 1.6861 -5.1000 -0.495 -1.864 0.707
O -1.1845 0.3007 -5.0391 0.981 -1.565 0.101
H -2.0599 -0.9199 -3.6623 0.544 0.169 0.634
H -2.0062 -1.7379 -5.0829 0.374 0.475 -1.096
H 0.2714 -2.1838 -5.1240 0.471 0.016 -0.002
H 0.1122 -2.2528 -3.3837 0.167 0.651 0.265
C 0.3307 5.7865 -0.8734 1.536 -1.366 -1.147
C 0.1137 4.6632 -1.8839 0.624 0.397 -1.951
O -0.9275 3.8770 -1.4021 -1.014 -1.241 1.361
C -1.4051 4.4102 -0.2823 -2.951 0.682 1.867
O -2.4237 4.0785 0.3416 3.451 0.506 -1.797
O -0.6622 5.5199 0.0525 -1.760 -0.217 1.188
H 0.2772 6.7236 -1.4275 -0.327 0.319 0.733
H 1.3081 5.6307 -0.4166 -0.082 0.559 0.109
H 0.9787 4.0279 -2.0741 0.042 0.140 0.017
H -0.2955 5.0509 -2.8169 0.553 0.075 -0.278
C 5.5525 1.9617 -3.5325 1.176 -1.320 -0.506
C 4.6990 1.2028 -4.5098 -0.420 0.435 -1.118
O 3.5611 0.8260 -3.7134 0.530 -0.202 1.517
C 3.6356 1.5161 -2.5077 -2.772 0.900 -1.171
O 2.7724 1.5729 -1.6500 1.676 -0.939 -1.273
O 4.6387 2.3765 -2.5906 -0.316 1.129 1.982
H 6.1501 2.7935 -3.9055 -0.203 -0.169 0.020
H 6.1511 1.1928 -3.0441 0.819 0.331 0.079
H 5.2034 0.3427 -4.9504 -0.183 -0.131 0.293
H 4.3801 1.8256 -5.3456 -0.405 0.043 0.091
C -1.7687 -5.4051 0.3934 -0.994 -0.035 0.013
C -0.5840 -6.1312 0.8092 3.956 -0.249 -0.046
O -1.0159 -7.2325 1.5577 3.966 -1.234 -0.801
C -2.1746 -7.0060 1.9918 -4.711 -0.744 2.674
O -2.7223 -7.6178 2.8941 0.716 1.264 -1.709
O -2.7471 -6.0084 1.2702 -0.818 0.963 -0.242
H -1.9249 -5.6188 -0.6640 -0.848 0.204 0.111
H -1.6511 -4.3427 0.6069 -0.514 0.009 -0.209
H 0.1026 -5.5263 1.4015 -0.216 0.095 0.624
H 0.0933 -6.4698 0.0252 -0.453 -0.310 -0.347
C 0.9226 -1.3116 5.9745 0.155 -2.485 2.361
C 2.3950 -1.7498 5.8620 -1.385 0.892 2.046
O 2.7788 -0.9989 4.7741 1.725 0.770 -2.015
C 1.7460 -0.4436 4.1342 -0.166 1.182 -3.304
O 1.8071 0.1952 3.0709 0.022 -1.702 3.236
O 0.6038 -0.7632 4.7535 -0.365 0.879 -0.855
H 0.7697 -0.6704 6.8426 -0.116 0.554 -0.442
H 0.3898 -2.2352 6.2005 -0.761 0.270 -0.416
H 2.5280 -2.8299 5.8001 0.256 0.179 -0.542
H 2.8590 -1.3381 6.7582 0.619 -0.455 -0.123
C 1.6795 -3.5277 -0.7239 0.165 -0.863 -1.925
O 2.7576 -2.6589 -1.0023 1.544 1.291 1.099
C 3.3970 -2.6400 -2.1970 -2.285 -1.734 -0.124
O 2.9561 -3.1493 -3.1997 0.198 0.220 0.263
O 4.5404 -2.0377 -2.0629 0.969 0.639 0.305
C 5.3440 -1.9312 -3.2225 0.818 1.103 -1.322
H 1.7284 -4.2064 -1.5755 -1.024 -0.197 -0.178
H 0.7564 -2.9495 -0.6822 -0.009 -0.216 0.073
H 1.8307 -4.1955 0.1242 0.376 0.737 0.472
H 5.7905 -0.9373 -3.2495 0.082 0.013 0.675
H 4.8131 -1.9281 -4.1745 -0.532 -0.634 0.350
H 6.1816 -2.6269 -3.2731 -0.389 -0.373 0.411
C -3.4527 -3.5954 -2.0476 -0.882 -0.111 0.220
O -4.7811 -2.9682 -2.1548 -0.693 -0.056 -1.007
C -5.6863 -3.3266 -3.1558 1.061 -2.753 -0.009
O -5.4956 -4.3336 -3.8737 -1.125 3.551 1.624
O -6.7939 -2.5207 -3.0507 2.773 -0.667 0.211
C -7.8867 -2.6798 -3.9299 -1.215 -1.195 0.407
H -3.3955 -4.5244 -2.6148 -0.007 0.372 -0.387
H -3.2433 -3.8456 -1.0076 -0.858 0.082 0.069
H -2.6720 -2.8563 -2.2271 -0.234 0.038 -0.782
H -7.6525 -2.6686 -4.9944 0.147 0.483 0.221
H -8.6525 -1.9971 -3.5620 0.471 0.715 -0.602
H -8.4058 -3.6142 -3.7168 0.428 -0.559 -0.167
C 0.8758 7.6513 3.5437 0.300 -1.633 -0.841
O -0.1273 6.9360 4.3508 -0.326 0.064 -0.085
C -0.3629 5.5924 4.2727 0.033 -0.871 2.654
O -1.0963 4.9703 5.0939 2.665 2.430 -3.803
O 0.5105 5.0883 3.3566 -0.777 -1.047 0.051
C 0.4845 3.6766 3.0861 -0.328 -1.401 0.268
H 0.7418 7.5192 2.4701 -1.055 0.306 -0.051
H 1.8521 7.1672 3.5690 0.135 0.025 1.066
H 0.9515 8.7088 3.7971 -0.516 -0.397 0.414
H 1.3627 3.2930 2.5668 0.165 1.120 -0.152
H -0.3687 3.3241 2.5066 -0.306 0.719 -0.145
H 0.4644 3.0214 3.9570 -0.153 0.647 0.636
C 4.3718 -1.1828 1.5294 -0.359 -1.132 -1.519
O 5.0839 -0.4159 2.4383 -0.512 1.601 0.630
C 6.2043 -0.8087 2.9319 3.187 -2.844 1.124
O 6.8403 -1.8505 2.6539 -1.897 2.888 0.615
O 6.5844 0.0934 3.9020 -1.304 -0.253 -2.332
C 7.4639 -0.3229 4.8760 1.889 -0.888 0.897
H 4.3585 -2.2481 1.7596 -0.075 0.053 0.535
H 4.8483 -1.1630 0.5493 -0.107 0.337 -0.163
H 3.3648 -0.7664 1.5050 0.190 -0.113 -0.066
H 8.1849 0.4660 5.0904 -0.734 0.542 0.517
H 8.1862 -1.0910 4.5997 -0.542 -0.520 -0.656
H 6.8938 -0.7134 5.7189 0.234 0.385 0.311
C -5.5738 -2.7478 1.2301 0.016 -0.739 -1.457
O -6.6049 -2.2036 2.0774 -0.282 2.281 -1.071
C -7.0921 -0.9363 1.7329 0.478 0.108 -0.373
O -6.7473 -0.2208 0.7904 -0.549 -1.892 2.117
O -8.0387 -0.6074 2.6636 1.386 -0.391 -1.359
C -8.4376 0.7572 2.7554 -1.073 0.907 0.887
H -5.6177 -3.8349 1.2973 0.066 0.089 0.811
H -4.5474 -2.3926 1.3215 -0.196 0.317 1.061
H -5.7133 -2.6364 0.1548 -0.835 0.690 -0.048
H -8.5233 0.9391 3.8267 0.401 0.110 0.032
H -9.4550 0.9556 2.4185 -0.120 -0.727 -0.496
H -7.8608 1.5563 2.2897 0.735 -0.742 -0.107
```
Forces are in eV/Å.

Properties
HOMO level   -0.3771 Ha
Relative energy (zero: lowest compared OMol25 entry of this formula, charge and spin)   93.1 kcal per mole
Electronic energy   -121296.202 eV
Orbital gap   10.0564 eV

Results of the Löwdin charge analysis, in e, for atoms 1 through 2: atom 1 (C): -0.1201, atom 2 (C): -0.1328

=====

The highest relative energy (zero: lowest compared OMol25 entry of this formula, charge and spin) belongs to which entry? C39H62O39

=====

What is the formula in the first record? C39H62O17

=====

The highest electronic energy belongs to which entry? C39H62O17